[1]
{"formula": "C28H58N12O6P2S", "method": "ωB97M-V with the def2-TZVPD basis set", "homo_ev": -7.955, "total_charge": 0, "smiles": "CC(=O)OC(=O)C[C@](C#N)(CCN)[C@](N)(C#N)CCCCSc1nnco1.CN(C)P(=O)(N(C)C)N(C)C.CN(C)P(=O)(N(C)C)N(C)C", "orbital_gap_ev": 6.87, "species": ["C", "C", "O", "O", "C", "O", "C", "C", "C", "N", "C", "C", "N", "C", "N", "C", "N", "C", "C", "C", "C", "S", "C", "N", "N", "C", "O", "H", "H", "H", "H", "H", "H", "H", "H", "H", "H", "H", "H", "H", "H", "H", "H", "H", "H", "H", "H", "H", "H", "C", "N", "C", "P", "O", "N", "C", "C", "N", "C", "C", "H", "H", "H", "H", "H", "H", "H", "H", "H", "H", "H", "H", "H", "H", "H", "H", "H", "H", "C", "N", "C", "P", "O", "N", "C", "C", "N", "C", "C", "H", "H", "H", "H", "H", "H", "H", "H", "H", "H", "H", "H", "H", "H", "H", "H", "H", "H"], "xyz": [[1.460, 1.847, 6.676], [1.834, 2.135, 5.116], [3.025, 2.522, 4.911], [0.885, 1.947, 4.039], [0.241, 3.236, 3.797], [1.001, 4.195, 3.511], [-1.345, 3.291, 3.978], [-2.088, 4.443, 3.144], [-1.468, 4.509, 1.639], [-0.921, 4.371, 0.575], [-1.940, 5.934, 3.743], [-1.261, 6.032, 5.194], [-2.158, 5.662, 6.341], [-3.678, 4.119, 2.901], [-3.909, 2.769, 2.307], [-4.205, 5.185, 1.779], [-4.409, 5.907, 0.823], [-4.583, 4.300, 4.219], [-4.662, 2.949, 5.149], [-5.974, 2.064, 4.810], [-5.588, 0.575, 4.248], [-4.453, -0.333, 5.411], [-2.865, -0.493, 4.479], [-1.526, -0.405, 5.011], [-0.569, -0.597, 4.047], [-1.249, -0.795, 2.790], [-2.634, -0.754, 3.096], [2.270, 1.157, 7.115], [1.409, 2.839, 7.249], [0.415, 1.361, 6.652], [-1.576, 3.308, 5.116], [-1.749, 2.260, 3.619], [-2.949, 6.507, 3.818], [-1.296, 6.575, 3.021], [-0.985, 7.151, 5.349], [-0.283, 5.451, 5.318], [-2.712, 4.811, 6.159], [-1.502, 5.376, 7.103], [-3.452, 2.658, 1.390], [-4.937, 2.690, 2.206], [-5.673, 4.450, 3.840], [-4.346, 5.221, 4.852], [-3.680, 2.365, 5.082], [-4.812, 3.353, 6.229], [-6.683, 1.962, 5.722], [-6.634, 2.528, 3.974], [-6.574, -0.009, 4.148], [-5.166, 0.665, 3.177], [-0.733, -0.954, 1.779], [5.304, -1.881, -1.620], [3.927, -2.181, -1.288], [3.362, -3.052, -2.318], [2.766, -1.249, -0.431], [2.238, -2.498, 0.307], [3.419, -0.574, 1.023], [4.737, -0.949, 1.516], [2.493, -0.618, 2.162], [3.295, 0.210, -1.280], [2.796, 0.369, -2.640], [4.299, 1.188, -0.926], [5.393, -1.222, -2.492], [5.851, -2.802, -1.850], [5.859, -1.439, -0.798], [3.132, -2.489, -3.230], [2.436, -3.525, -1.978], [4.042, -3.870, -2.579], [4.872, -2.034, 1.545], [4.914, -0.558, 2.523], [5.526, -0.493, 0.919], [2.475, -1.602, 2.645], [1.472, -0.383, 1.843], [2.769, 0.125, 2.917], [3.540, 0.047, -3.378], [2.521, 1.406, -2.852], [1.892, -0.228, -2.791], [5.316, 0.800, -1.036], [4.173, 1.564, 0.092], [4.239, 2.078, -1.562], [0.679, -5.630, -5.125], [0.625, -5.547, -6.569], [1.622, -6.453, -7.142], [0.191, -4.234, -7.588], [-0.578, -5.168, -8.545], [-1.262, -3.454, -7.061], [-2.087, -4.012, -5.998], [-2.159, -3.071, -8.160], [1.098, -3.120, -6.554], [2.544, -3.119, -6.736], [0.669, -2.343, -5.414], [1.592, -5.187, -4.711], [0.648, -6.676, -4.800], [-0.176, -5.173, -4.635], [2.633, -6.040, -7.048], [1.435, -6.633, -8.204], [1.604, -7.435, -6.659], [-2.297, -5.074, -6.155], [-3.043, -3.485, -5.913], [-1.623, -3.868, -5.023], [-2.759, -3.915, -8.519], [-1.589, -2.679, -9.009], [-2.844, -2.277, -7.843], [3.042, -3.734, -5.979], [2.957, -2.107, -6.690], [2.809, -3.517, -7.720], [0.492, -2.961, -4.529], [-0.230, -1.759, -5.623], [1.421, -1.600, -5.123]], "mulliken_charge": [-0.9525, 0.6488, -0.5187, 0.0165, -0.2337, -0.4991, -0.1306, 1.7134, -0.3609, -0.6253, -0.7321, -0.3782, -0.5628, 0.3416, -0.2598, 0.0147, -0.6114, -1.3078, 0.2293, -0.9035, -0.5360, -0.1348, 0.4012, -0.5103, 0.0251, 0.0950, -0.3426, 0.3266, 0.2880, 0.2519, 0.3594, -0.2055, 0.3543, 0.3982, 0.3754, 0.1391, 0.0446, 0.3301, 0.2997, 0.3784, 0.5480, 0.4393, -0.2469, 0.4052, 0.3355, 0.3193, 0.4591, 0.1913, 0.3795, -0.8543, 0.1479, -1.3046, 0.9023, -0.7992, 0.3841, -1.1588, -0.9775, 0.0690, -1.1805, -0.8760, 0.2603, 0.3556, 0.1629, 0.4439, 0.2958, 0.3810, 0.3168, 0.3592, 0.3128, 0.3139, 0.0234, 0.3395, 0.2900, 0.5497, 0.2789, 0.2854, 0.2562, 0.3633, -0.8878, 0.1161, -1.0416, 0.7763, -0.7883, 0.1510, -1.0771, -1.0900, 0.0479, -1.0562, -0.8007, 0.2496, 0.3888, 0.1647, 0.3273, 0.2925, 0.3405, 0.2934, 0.3985, 0.2859, 0.3468, 0.3501, 0.3302, 0.2732, 0.3973, 0.3490, 0.2299, 0.2906, 0.3452]}


[2]
{"formula": "C28H59Cl27NO3PSi2", "method": "ωB97M-V with the def2-TZVPD basis set", "homo_ev": -7.740, "total_charge": 0, "orbital_gap_ev": 7.99, "species": ["C", "C", "Cl", "C", "Cl", "Si", "O", "Cl", "O", "Si", "N", "P", "C", "O", "H", "H", "H", "H", "H", "H", "H", "H", "H", "H", "H", "Cl", "C", "C", "Cl", "H", "H", "H", "H", "Cl", "C", "C", "Cl", "H", "H", "H", "H", "Cl", "C", "C", "Cl", "H", "H", "H", "H", "Cl", "C", "C", "Cl", "H", "H", "H", "H", "Cl", "C", "C", "Cl", "H", "H", "H", "H", "Cl", "C", "C", "Cl", "H", "H", "H", "H", "Cl", "C", "C", "Cl", "H", "H", "H", "H", "Cl", "C", "C", "Cl", "H", "H", "H", "H", "Cl", "C", "C", "Cl", "H", "H", "H", "H", "Cl", "C", "C", "Cl", "H", "H", "H", "H", "Cl", "C", "C", "Cl", "H", "H", "H", "H", "Cl", "C", "C", "Cl", "H", "H", "H", "H"], "xyz": [[3.846, 6.231, 2.853], [3.834, 4.644, 2.920], [5.260, 3.723, 3.498], [2.689, 3.970, 2.519], [1.323, 5.011, 1.888], [2.378, 2.097, 2.524], [3.018, 1.469, 1.045], [3.272, 1.038, 4.111], [0.674, 1.881, 2.399], [-0.147, 1.944, 3.922], [-1.434, 0.682, 3.844], [-1.192, 3.830, 4.378], [-2.058, 4.462, 2.804], [0.005, 4.984, 4.883], [4.844, 6.562, 3.243], [3.071, 6.650, 3.565], [3.582, 6.625, 1.839], [3.637, 0.742, 1.250], [0.678, 1.612, 5.085], [-1.820, 0.669, 4.804], [-0.954, -0.225, 3.768], [-1.477, 5.262, 2.272], [-2.350, 3.598, 2.134], [-3.014, 4.955, 3.164], [0.794, 4.504, 5.196], [7.942, 2.485, 0.426], [7.437, 1.410, -0.904], [6.054, 0.842, -0.678], [6.013, -0.313, 0.679], [8.185, 0.623, -1.005], [7.450, 2.007, -1.816], [5.725, 0.300, -1.564], [5.328, 1.630, -0.472], [-0.684, -1.610, 6.819], [-2.084, -2.618, 7.262], [-3.327, -2.223, 6.499], [-3.941, -0.623, 6.990], [-2.231, -2.541, 8.339], [-1.819, -3.648, 7.029], [-4.125, -2.941, 6.694], [-3.145, -2.199, 5.426], [-0.520, -5.023, 5.362], [-1.355, -5.741, 3.961], [-1.717, -4.700, 2.923], [-2.990, -3.591, 3.491], [-2.236, -6.270, 4.325], [-0.673, -6.474, 3.527], [-2.103, -5.188, 2.028], [-0.858, -4.106, 2.642], [6.358, 4.787, -3.033], [7.248, 6.179, -2.374], [7.350, 6.111, -0.866], [5.772, 6.345, -0.075], [6.748, 7.090, -2.705], [8.246, 6.160, -2.814], [8.008, 6.902, -0.503], [7.753, 5.154, -0.536], [-0.722, -3.532, 0.491], [-1.333, -2.274, -0.616], [-2.770, -1.909, -0.319], [-3.894, -3.237, -0.716], [-1.213, -2.635, -1.639], [-0.694, -1.401, -0.486], [-3.068, -1.047, -0.925], [-2.910, -1.650, 0.732], [-3.378, -0.579, -4.536], [-2.571, 1.002, -4.407], [-1.425, 0.966, -3.422], [-1.993, 0.762, -1.746], [-3.321, 1.743, -4.128], [-2.199, 1.255, -5.400], [-0.871, 1.904, -3.459], [-0.733, 0.153, -3.644], [5.135, -0.226, -6.576], [5.987, 1.335, -6.482], [7.155, 1.291, -5.521], [6.626, 1.137, -3.825], [5.264, 2.099, -6.197], [6.345, 1.562, -7.487], [7.726, 2.216, -5.590], [7.824, 0.462, -5.742], [-6.813, -1.111, 3.734], [-7.556, -0.419, 5.197], [-8.347, 0.834, 4.898], [-7.300, 2.196, 4.424], [-6.762, -0.230, 5.921], [-8.216, -1.184, 5.607], [-8.891, 1.149, 5.790], [-9.070, 0.670, 4.099], [-7.419, 0.996, -7.576], [-7.075, -0.326, -6.433], [-7.382, -1.686, -7.022], [-9.130, -1.940, -7.254], [-7.648, -0.145, -5.525], [-6.014, -0.261, -6.185], [-7.035, -2.468, -6.346], [-6.890, -1.825, -7.985], [-7.812, -4.548, 5.386], [-9.532, -4.936, 5.134], [-10.256, -3.850, 4.369], [-10.421, -2.354, 5.323], [-9.986, -5.108, 6.110], [-9.567, -5.870, 4.572], [-11.265, -4.180, 4.121], [-9.741, -3.603, 3.440], [-0.832, -7.338, -4.835], [-1.565, -6.646, -3.367], [-2.393, -5.415, -3.667], [-1.387, -4.036, -4.176], [-0.765, -6.427, -2.660], [-2.200, -7.420, -2.935], [-2.928, -5.101, -2.769], [-3.126, -5.607, -4.451], [12.364, 0.623, -5.499], [11.478, -0.133, -6.846], [11.080, 0.873, -7.903], [9.831, 2.003, -7.320], [10.609, -0.645, -6.433], [12.141, -0.882, -7.280], [10.659, 0.356, -8.767], [11.934, 1.459, -8.241]], "mulliken_charge": [-1.2313, 0.4487, -0.1782, 0.2293, -0.2017, 0.5410, -0.3971, -0.3074, 0.0098, 0.0390, -0.3415, 0.1833, -0.8059, -0.4906, 0.3207, 0.3614, 0.2896, 0.1852, -0.1134, 0.1437, 0.1965, 0.2235, 0.2495, 0.3234, 0.2785, -0.2004, -0.3185, -0.3830, -0.2515, 0.3875, 0.1230, 0.2900, 0.4670, -0.1531, -0.3520, -0.0073, -0.2062, 0.3714, 0.1723, 0.3583, -0.2189, -0.1915, -0.5433, -0.4537, -0.1289, 0.3341, 0.3628, 0.3997, 0.2689, -0.1526, -0.4858, -0.2816, -0.1263, 0.3580, 0.2796, 0.3251, 0.0807, -0.2773, -0.0991, -0.2178, -0.2473, 0.0892, 0.2792, 0.1142, 0.3399, -0.1699, -0.4619, -0.5192, -0.1635, 0.3207, 0.3449, 0.3712, 0.2798, -0.1919, -0.3702, -0.4235, -0.1792, 0.3142, 0.2972, 0.2045, 0.2629, -0.1654, 0.0810, -0.4645, -0.1899, 0.1327, -0.0285, 0.3218, 0.3027, -0.1905, -0.1337, -0.4238, -0.1890, 0.3279, 0.0102, 0.2759, 0.3275, -0.1243, -0.4890, -0.4231, -0.1874, 0.3021, 0.3078, 0.3450, 0.2978, -0.1934, -0.4166, -0.1950, -0.1821, 0.2772, 0.3233, 0.0139, 0.3633, -0.1791, -0.4197, -0.4933, -0.1505, 0.2843, 0.3220, 0.2879, 0.3578]}